Entry 1:
# C4H11NO2S

A structure of composition C4H11NO2S at a distorted geometry (ωB97M-V/def2-TZVPD, the Open Molecules 2025 dataset).

```
19
Properties=species:S:1:pos:R:3:forces:R:3:nbo_charge:R:1
C -0.69253 -0.40018 -1.52166 -0.37 0.04 -0.15 -0.453
C -1.18532 -2.03565 0.26847 0.02 0.02 -0.04 -0.660
C -1.49816 0.43777 0.66303 0.12 0.01 -0.10 -0.651
C -1.07971 -0.64756 -0.27930 -0.82 0.00 -0.14 0.059
N 2.76895 1.46223 -0.19446 0.10 0.29 0.03 -1.026
O 3.19589 -1.31609 -0.15703 -0.12 0.12 -0.03 -0.918
O 1.25133 -0.52719 1.08279 0.42 0.10 0.11 -0.935
S 1.90786 -0.65855 -0.19529 0.66 -0.75 0.16 1.714
H -0.63937 0.60388 -1.91111 0.00 0.24 -0.01 0.189
H 3.74506 1.25349 -0.03839 0.17 0.04 0.00 0.395
H -0.42788 -1.18603 -2.20878 0.08 -0.23 -0.08 0.195
H -2.18948 -2.21509 0.65376 -0.06 -0.05 0.00 0.215
H -0.49072 -2.14832 1.09900 0.00 -0.09 0.11 0.233
H -0.95950 -2.78325 -0.48762 0.02 -0.10 -0.04 0.211
H -2.49997 0.24316 1.04118 -0.13 0.02 0.05 0.212
H -0.81391 0.45569 1.50833 -0.05 0.05 0.14 0.234
H -1.48844 1.41049 0.17646 -0.02 0.10 -0.01 0.205
H 2.66815 2.04957 -1.01140 0.00 0.09 0.00 0.388
H 2.38713 1.91795 0.62382 -0.04 0.11 0.01 0.393
```
Positions in Å, forces in eV/Å.

- HOMO: -8.91 eV
- Net charge: 0
- Molecular weight: 137.20 g/mol
- Energy above the lowest of the compared OMol25 structures with the same formula, charge and spin: 34.0 kcal per mole

Entry 2:
# C4H11NO2S

A cluster of 2 separate species, C4H11NO2S in total at a distorted geometry (ωB97M-V/def2-TZVPD, the Open Molecules 2025 dataset).

```
19
Properties=species:S:1:pos:R:3:forces:R:3:nbo_charge:R:1
C 1.79177 1.73965 0.46418 0.40 -1.33 0.95 -0.415
N 0.60847 1.13297 1.08541 -0.86 -0.64 -0.85 -0.657
C -0.23228 0.18204 0.31193 0.46 2.46 0.06 -0.178
C -0.38523 -1.18613 0.89443 -0.52 -1.92 -0.73 -0.556
S -0.71884 -1.34483 2.65567 0.78 -0.07 0.53 -0.042
C -1.59690 0.89374 0.28179 -0.14 -1.74 0.75 0.449
O -2.60798 0.29786 0.57168 -0.05 0.77 -0.32 -0.543
H 1.84814 1.59704 -0.62452 -0.84 0.82 0.20 0.201
H 1.90485 2.75245 0.87014 0.11 -0.11 -0.77 0.206
H 2.68026 1.15611 0.71649 0.37 0.16 0.52 0.177
H 0.66301 0.76923 2.02869 0.60 0.39 -0.01 0.387
H 0.11472 0.25069 -0.72989 0.08 -0.73 0.11 0.216
H -1.17122 -1.71543 0.34246 -0.20 0.36 0.20 0.249
H 0.41724 -1.92555 0.77139 0.51 0.84 -0.12 0.239
H -1.98147 -0.98044 2.75267 -0.58 0.29 -0.31 0.140
H -1.54112 1.96763 0.11297 -0.12 0.44 -0.24 0.127
H 0.78921 -1.59237 -3.76993 0.24 -1.20 -0.57 0.494
H -0.48349 -2.35508 -4.62460 1.31 -0.29 0.31 0.499
O -0.09912 -1.63957 -4.11096 -1.53 1.50 0.27 -0.993
```
Positions in Å, forces in eV/Å.

- HOMO: -8.69 eV
- Net charge: 0
- SMILES string: CN[C@H](C=O)CS.O
- Molecular weight: 137.20 g/mol
- Energy above the lowest of the compared OMol25 structures with the same formula, charge and spin: 50.7 kcal per mole

Entry 3:
# C4H11NO2S

A cluster of 2 separate species, C4H11NO2S in total at a distorted geometry (ωB97M-V/def2-TZVPD, the Open Molecules 2025 dataset).

```
19
Properties=species:S:1:pos:R:3:forces:R:3:nbo_charge:R:1
O -2.39249 1.38932 0.66099 -0.33 0.24 -0.21 -0.550
C -2.10867 0.24755 0.43128 0.87 -0.37 0.93 0.694
N -0.74570 -0.14034 0.42016 0.28 0.42 -0.63 -0.651
C 0.33186 0.83972 0.46141 -0.92 -0.33 -0.19 -0.288
C 1.47374 0.17339 1.19530 2.43 0.70 -0.66 -0.411
S 3.05340 -0.05215 0.05486 -1.19 -0.04 0.31 0.610
C -3.02533 -0.95060 0.35072 0.37 0.20 0.00 -0.716
H -0.48454 -0.94216 -0.13052 -0.37 -0.33 0.04 0.380
H 0.63262 1.23091 -0.51806 0.02 -0.26 -0.22 0.224
H -0.03174 1.73820 0.96411 0.10 -0.20 0.42 0.285
H 1.35127 -0.84030 1.56913 -0.40 0.03 0.12 0.272
H 1.99315 0.81257 1.90986 -0.42 -0.12 0.36 0.254
H 2.53379 -0.86699 -0.90134 -0.09 0.16 0.07 0.162
H -3.21261 -1.15088 -0.70548 -0.26 -0.23 0.11 0.237
H -2.51059 -1.78306 0.83023 -0.05 -0.17 -0.29 0.229
H -3.94481 -0.79962 0.90561 -0.14 0.32 -0.26 0.266
H -0.82406 -1.01299 -2.40314 -0.08 0.16 -0.08 0.471
H 0.14932 -1.24532 -3.52940 0.11 0.22 0.04 0.489
O 0.02048 -0.69597 -2.74301 0.05 -0.40 0.13 -0.955
```
Positions in Å, forces in eV/Å.

- HOMO (spin up / spin down): -13.35 / -13.32 eV
- Net charge: +1
- <S²>: 0.754
- Spin multiplicity: 2
- Molecular weight: 137.20 g/mol
- Energy above the lowest of the compared OMol25 structures with the same formula, charge and spin: 23.7 kcal per mole

- Look up the molecular weight of the third one.
  137.20 g/mol